ORCA calculation (ωB97M-V with the def2-TZVPD basis set) on a cluster of 2 separate species, C18H14F2N in total at a distorted geometry.

```
35
Properties=species:S:1:pos:R:3:nbo_charge:R:1
F -5.15 1.61 -1.55 -0.294
C -3.86 1.16 -1.50 0.488
C -3.62 -0.21 -1.45 -0.293
C -2.31 -0.65 -1.35 -0.083
C -1.21 0.26 -1.25 -0.125
C 0.08 -0.29 -0.98 0.165
C 1.36 0.26 -1.25 -0.220
C 2.46 -0.65 -1.36 -0.064
C 3.78 -0.22 -1.46 -0.290
C 4.02 1.15 -1.51 0.491
F 5.31 1.60 -1.58 -0.294
C 2.99 2.10 -1.49 -0.283
C 1.68 1.65 -1.39 -0.072
C -1.52 1.65 -1.39 -0.113
C -2.83 2.10 -1.48 -0.276
H -4.45 -0.92 -1.48 0.262
H -2.09 -1.72 -1.32 0.232
H 0.08 -1.35 -0.75 0.246
H 2.25 -1.72 -1.34 0.228
H 4.61 -0.92 -1.50 0.262
H 3.21 3.16 -1.55 0.260
H 0.90 2.40 -1.38 0.211
H -0.73 2.39 -1.38 0.213
H -3.05 3.17 -1.53 0.259
N -0.06 -1.14 1.45 -0.460
C -0.74 -0.33 2.27 0.036
C -0.85 -0.56 3.65 -0.238
C -0.25 -1.70 4.20 -0.149
C 0.44 -2.55 3.34 -0.237
C 0.52 -2.22 1.98 0.032
H -1.21 0.56 1.83 0.196
H -1.41 0.15 4.26 0.236
H -0.33 -1.91 5.27 0.239
H 0.94 -3.45 3.69 0.238
H 1.07 -2.87 1.29 0.196
```

Total charge: +1
Electronic energy (eV): -25810.4677
Frontier orbital gap (eV): 7.2